Entry 1:
{"formula": "C4H8NO3", "method": "wB97M-V/def2-TZVPD", "gap_ha": 0.4015, "homo_ev": -14.6, "charge": 1, "relative_energy_ev": 2.578, "species": ["C", "C", "C", "C", "N", "O", "O", "O", "H", "H", "H", "H", "H", "H", "H", "H"], "xyz": [[1.85635, 1.44772, -1.98310], [0.98662, 0.69989, -1.61706], [0.15239, -0.33917, -1.07425], [-1.68097, -1.89782, -1.71034], [0.79397, 1.20897, 2.13458], [0.06219, -0.45217, 0.21709], [-2.88224, -1.45164, -2.20686], [-0.68897, -0.77791, -1.88588], [2.39505, 2.27705, -2.32624], [0.52596, 2.19536, 2.11800], [-1.22089, -2.82633, -2.24306], [-1.76862, -2.07285, -0.59212], [0.52733, 0.57765, 1.29441], [0.51091, 0.84789, 3.06443], [1.76868, 1.15075, 2.04094], [-2.64219, -0.97561, -3.07780]]}

***

Entry 2:
{"formula": "C4H8NOP", "method": "wB97M-V/def2-TZVPD", "gap_ha": [0.3007, 0.2665], "homo_ev": [-8.0, -8.1], "relative_energy_ev": 3.190, "species": ["C", "C", "C", "C", "N", "O", "P", "H", "H", "H", "H", "H", "H", "H", "H"], "xyz": [[0.97222, 0.91226, -1.55214], [-0.09469, 0.73020, -2.23182], [1.25563, 0.72548, -0.05244], [0.39993, -0.27836, 0.68347], [-2.19672, -1.05544, 1.31857], [-1.56607, 1.41518, 1.68647], [-1.38368, 0.31652, 0.72822], [1.87217, 1.28611, -2.04539], [-0.99219, 0.53494, -2.74572], [2.30591, 0.44367, 0.01864], [1.12439, 1.69898, 0.42977], [0.46980, -1.26803, 0.23635], [0.71292, -0.31247, 1.72900], [-2.34239, -1.79920, 0.65245], [-3.06143, -0.78286, 1.76467]]}

***

Entry 3:
{"formula": "C4H8NOS", "method": "wB97M-V/def2-TZVPD", "gap_ha": [0.2831, 0.2830], "homo_ev": [-14.5, -14.5], "charge": 1, "relative_energy_ev": 3.616, "species": ["C", "C", "C", "C", "N", "O", "S", "H", "H", "H", "H", "H", "H", "H", "H"], "xyz": [[-0.18744, 0.02011, 1.09860], [-0.56207, -1.39126, 0.87116], [-0.23238, -0.74829, -1.79783], [0.44319, 2.19853, 0.24201], [0.12520, 0.83167, 0.21086], [1.49938, -2.30098, -0.64114], [0.08841, -2.07715, -0.78079], [-0.22413, 0.28074, 2.16434], [-0.13016, -2.04558, 1.63025], [-1.64701, -1.51154, 0.86379], [-1.25852, -0.50779, -2.01827], [0.51348, -0.44257, -2.51680], [0.52470, 2.59378, 1.25915], [-0.33423, 2.74712, -0.29414], [1.38160, 2.35323, -0.29117]]}